# 1
ORCA calculation (ωB97M-V/def2-TZVPD) on CH5N2S as an isolated structure in a non-equilibrium geometry.

The relative energy (zero: lowest compared OMol25 entry of this formula, charge and spin) comes out at 36.30 kcal/mol. As for the total energy: -548.47966 a.u. The orbital gap comes out at 0.356 Eh. The value obtained for the HOMO energy is -13.91 eV. Its LUMO energy is -4.218 eV.

```
! wB97M-V def2-TZVPD RIJCOSX def2/J DEFGRID3
* xyz 1 1
C -0.36515 0.08574 -0.15168
N -1.35604 -0.49304 0.45011
N 0.87446 -0.23807 -0.10456
S 2.23109 0.46965 -0.77955
H -0.70899 0.97324 -0.55596
H -2.26629 0.05748 0.40633
H -1.21746 -1.26865 1.00740
H 1.18274 -1.28952 0.57514
H 1.62565 1.70316 -0.84723
*
```

# 2
ORCA calculation (ωB97M-V/def2-TZVPD) on an isolated ion of composition CH5N2S and charge +1 in a non-equilibrium geometry.

The relative energy (zero: lowest compared OMol25 entry of this formula, charge and spin) comes out at 87.69 kcal/mol. As for the total energy: -548.39777 a.u. The orbital gap (alpha / beta) comes out at 0.310 / 0.310 Eh. The value obtained for the HOMO energy (alpha / beta) is -14.07 / -14.07 eV. Its LUMO energy (alpha / beta) is -5.633 / -5.632 eV.

```
! wB97M-V def2-TZVPD RIJCOSX def2/J DEFGRID3
* xyz 1 1
C -0.26127 -0.53550 -0.05690
N 2.63119 -0.25293 0.02212
N -1.48436 0.23635 -0.02980
S 1.19747 0.39085 0.12651
H -0.17753 -1.55424 0.33256
H 3.14788 0.54398 -0.36365
H -2.10414 -0.15050 -0.75973
H -1.07457 1.27871 -0.11184
H -1.87466 0.04328 0.84072
*
```

# 3
ORCA calculation (ωB97M-V/def2-TZVPD) on a 2-piece molecular cluster, CH5N2S2 overall in a non-equilibrium geometry.

The relative energy (zero: lowest compared OMol25 entry of this formula, charge and spin) comes out at 45.05 kcal/mol. As for the total energy: -946.67893 a.u. The orbital gap comes out at 0.310 Eh. The value obtained for the HOMO energy is -13.74 eV. Its LUMO energy is -5.302 eV.

```
! wB97M-V def2-TZVPD RIJCOSX def2/J DEFGRID3
* xyz 1 1
C -0.48858 1.41626 -0.34183
N -0.54213 -0.77716 -0.53980
N 0.73980 1.55979 0.07395
S -1.37109 1.88997 -1.72960
S -2.00172 1.90369 0.31349
H -1.47959 -1.10076 -0.81442
H -0.45874 -1.19132 0.36772
H 1.43608 1.86750 -0.51315
H 0.18114 -1.11211 -1.11678
H 1.12149 1.11796 0.88480
*
```

# 4
ORCA calculation (ωB97M-V/def2-TZVPD) on one molecule with the formula CH5N3 in a non-equilibrium geometry.

The relative energy (zero: lowest compared OMol25 entry of this formula, charge and spin) comes out at 9.52 kcal/mol. As for the total energy: -205.37593 a.u. The orbital gap comes out at 0.352 Eh. The value obtained for the HOMO energy is -8.71 eV. Its LUMO energy is 0.864 eV.

```
! wB97M-V def2-TZVPD RIJCOSX def2/J DEFGRID3
* xyz 0 1
N -0.30259 1.52279 -0.00926
C 0.01533 0.29697 -0.01372
N -0.88097 -0.75967 -0.06377
N 1.30663 -0.09088 -0.01160
H -1.29270 1.72127 -0.10619
H -1.87431 -0.57990 0.18420
H -0.57688 -1.74260 0.06861
H 1.64086 -1.05355 -0.06871
H 1.96462 0.68557 0.02043
*
```

# 5
ORCA calculation (ωB97M-V/def2-TZVPD) on one molecule with the formula CH5N3 in a non-equilibrium geometry.

The relative energy (zero: lowest compared OMol25 entry of this formula, charge and spin) comes out at 45.56 kcal/mol. As for the total energy: -205.31848 a.u. The orbital gap comes out at 0.378 Eh. The value obtained for the HOMO energy is -9.23 eV. Its LUMO energy is 1.042 eV.

```
! wB97M-V def2-TZVPD RIJCOSX def2/J DEFGRID3
* xyz 0 1
H -1.92819 -1.35426 -0.07159
N -1.92475 -0.46771 0.47777
C -0.78984 0.08551 0.29643
N 0.27028 -0.22192 -0.47272
N 1.51106 0.32634 -0.20459
H -0.59953 1.05309 0.73313
H 0.24140 -1.13443 -0.93638
H 1.65656 0.46895 0.81365
H 1.56300 1.24443 -0.63569
*
```

# 6
ORCA calculation (ωB97M-V/def2-TZVPD) on one molecule with the formula CH5N3 in a non-equilibrium geometry.

The relative energy (zero: lowest compared OMol25 entry of this formula, charge and spin) comes out at 118.30 kcal/mol. As for the total energy: -205.20257 a.u. The orbital gap comes out at 0.377 Eh. The value obtained for the HOMO energy is -9.33 eV. Its LUMO energy is 0.927 eV.

```
! wB97M-V def2-TZVPD RIJCOSX def2/J DEFGRID3
* xyz 0 1
C 0.54009 0.08684 0.57848
N -0.86965 0.02356 0.81428
N -1.69331 0.63983 -0.15314
N -1.78702 -0.70268 0.02530
H 0.88156 1.08539 1.13495
H 0.96324 -0.62136 1.20954
H 0.84742 0.08625 -0.47184
H -1.05613 0.84827 -0.93992
H -1.41453 -1.12897 -0.84235
*
```

# 7
ORCA calculation (ωB97M-V/def2-TZVPD) on a 2-piece molecular cluster, CH5N3O overall in a non-equilibrium geometry.

The relative energy (zero: lowest compared OMol25 entry of this formula, charge and spin) comes out at 103.52 kcal/mol. As for the total energy: -280.43954 a.u. The orbital gap (alpha / beta) comes out at 0.299 / 0.300 Eh. The value obtained for the HOMO energy (alpha / beta) is -7.35 / -8.21 eV. Its LUMO energy (alpha / beta) is 0.796 / -0.054 eV.

```
! wB97M-V def2-TZVPD RIJCOSX def2/J DEFGRID3
* xyz 0 1
C 0.88082 0.26941 0.43591
N -1.78632 1.51484 -0.12750
N -0.47183 -1.40230 -0.38493
N -0.28954 -0.48846 0.54925
O -0.89689 2.23462 -0.41177
H 0.63793 1.24721 -0.05890
H 1.23869 0.52251 1.43290
H 1.67381 -0.20699 -0.15607
H -1.27105 -1.99821 -0.27315
H 0.28437 -1.69263 -1.00574
*
```

# 8
ORCA calculation (ωB97M-V/def2-TZVPD) on one molecule with the formula CH5N3O2 in a non-equilibrium geometry.

The relative energy (zero: lowest compared OMol25 entry of this formula, charge and spin) comes out at 88.51 kcal/mol. As for the total energy: -355.68317 a.u. The orbital gap comes out at 0.377 Eh. The value obtained for the HOMO energy is -9.65 eV. Its LUMO energy is 0.605 eV.

```
! wB97M-V def2-TZVPD RIJCOSX def2/J DEFGRID3
* xyz 0 1
C -0.49528 -0.28364 -0.27878
N 0.60962 -1.16342 0.31460
N 1.57786 -0.37692 0.87857
N 2.48384 0.33852 0.06210
O 2.57297 -0.10596 -1.07695
O 3.13013 1.18058 0.57778
H -1.45207 -0.79146 -0.17912
H -0.53326 0.68494 0.26082
H -0.19852 -0.15206 -1.27588
H 1.11091 -1.73046 -0.34990
H 1.13590 0.29804 1.65761
*
```